{"formula": "C20H28MnNO2S", "method": "ωB97M-V with the def2-TZVPD basis set", "spin_multiplicity": 5, "gap_ev": [6.2, 7.1], "total_charge": 0, "species": ["O", "C", "C", "H", "H", "C", "H", "H", "C", "H", "H", "H", "C", "H", "H", "H", "Mn", "C", "C", "C", "H", "C", "C", "H", "H", "H", "H", "C", "C", "C", "H", "C", "C", "H", "H", "H", "H", "O", "C", "C", "H", "H", "C", "H", "H", "C", "H", "H", "H", "H", "S", "C", "N"], "positions_angstrom": [[4.419, -0.086, -1.039], [5.039, -1.051, -0.149], [5.713, 0.034, 0.674], [5.718, -1.652, -0.743], [4.291, -1.662, 0.365], [4.875, 1.005, -0.193], [6.785, 0.095, 0.493], [5.461, 0.010, 1.728], [5.694, 1.931, -1.058], [6.241, 1.324, -1.795], [6.387, 2.517, -0.455], [5.037, 2.597, -1.622], [3.721, 1.671, 0.549], [3.040, 0.913, 0.978], [3.171, 2.318, -0.152], [4.109, 2.295, 1.368], [-0.482, -0.272, -0.060], [-0.811, -0.221, 2.034], [-1.182, -1.587, 1.851], [-0.086, -2.284, 1.284], [-2.120, -2.025, 2.190], [1.003, -1.371, 1.135], [0.586, -0.103, 1.683], [1.223, 0.763, 1.886], [-1.407, 0.537, 2.555], [-0.087, -3.339, 0.994], [2.042, -1.653, 0.924], [-1.815, 1.280, -0.859], [-0.894, 1.789, 0.106], [0.435, 1.583, -0.423], [-1.159, 2.351, 0.999], [0.333, 0.917, -1.695], [-1.063, 0.745, -1.965], [-1.486, 0.337, -2.879], [-2.892, 1.362, -0.764], [1.334, 1.990, 0.008], [1.162, 0.679, -2.358], [4.854, -1.424, -3.046], [6.213, -0.940, -3.295], [7.013, -1.939, -4.156], [6.744, -0.825, -2.324], [6.164, 0.085, -3.736], [5.988, -3.041, -4.494], [7.833, -2.343, -3.543], [7.455, -1.467, -5.044], [4.662, -2.532, -3.933], [6.311, -3.967, -4.012], [5.895, -3.202, -5.567], [4.102, -3.299, -3.388], [4.014, -2.202, -4.763], [-2.424, -1.588, -0.812], [-3.757, -0.902, -0.066], [-4.728, -0.452, 0.436]]}

{"formula": "C20H28MoN3O9S", "method": "ωB97M-V with the def2-TZVPD basis set", "spin_multiplicity": 3, "gap_ev": [8.1, 9.0], "total_charge": 1, "species": ["Mo", "O", "C", "O", "C", "O", "C", "C", "O", "O", "H", "H", "H", "H", "H", "C", "C", "C", "N", "C", "S", "N", "C", "O", "C", "C", "C", "C", "C", "C", "H", "H", "H", "H", "H", "H", "H", "H", "H", "H", "H", "H", "H", "H", "O", "O", "C", "O", "C", "N", "C", "C", "C", "H", "H", "H", "H", "H", "H", "H", "H", "H"], "positions_angstrom": [[-0.140, -0.280, -0.253], [-3.664, 0.487, 1.715], [-2.617, 0.776, 0.967], [-2.436, 0.423, -0.168], [-1.626, 1.663, 1.695], [-0.390, 1.649, 0.962], [0.765, 1.616, 1.851], [0.906, 0.204, 2.442], [1.589, 0.059, 3.423], [0.269, -0.702, 1.753], [-4.264, -0.074, 1.196], [-2.005, 2.687, 1.704], [-1.492, 1.328, 2.724], [1.623, 1.863, 1.226], [0.677, 2.354, 2.645], [-0.810, -5.172, -4.017], [-0.209, -5.244, -2.616], [-0.058, -3.887, -1.945], [0.888, -3.063, -2.693], [1.673, -2.145, -2.198], [1.784, -1.841, -0.489], [2.455, -1.379, -3.006], [2.521, -1.261, -4.423], [2.720, -0.171, -4.886], [2.439, -2.495, -5.251], [1.753, -2.439, -6.461], [1.716, -3.556, -7.280], [2.387, -4.713, -6.907], [3.094, -4.761, -5.711], [3.114, -3.656, -4.877], [-0.973, -6.170, -4.422], [-0.156, -4.655, -4.726], [-1.770, -4.652, -4.005], [0.763, -5.743, -2.645], [-0.850, -5.854, -1.976], [0.298, -3.975, -0.923], [-1.013, -3.354, -1.916], [0.845, -3.148, -3.700], [2.859, -0.584, -2.530], [1.262, -1.519, -6.750], [1.175, -3.521, -8.216], [2.367, -5.579, -7.555], [3.634, -5.656, -5.435], [3.670, -3.685, -3.947], [-0.512, -0.669, -1.828], [-0.436, -3.703, 1.275], [-1.434, -2.961, 1.291], [-1.725, -1.977, 0.576], [-2.497, -3.336, 2.367], [-1.900, -4.519, 3.085], [-2.768, -5.717, 2.845], [-3.527, -5.352, 1.578], [-3.798, -3.857, 1.758], [-2.627, -2.504, 3.055], [-1.715, -4.346, 4.068], [-0.979, -4.566, 2.533], [-3.442, -5.826, 3.693], [-2.145, -6.605, 2.766], [-4.435, -5.942, 1.472], [-2.903, -5.525, 0.700], [-4.636, -3.702, 2.439], [-4.013, -3.344, 0.824]]}

Results for energy relative to the best compared isomer or geometry (same formula, charge and spin): 0.000; 1.218 (in eV, following the order of the records).